[1]
Entry from the OMol25 dataset: a cluster of 4 separate species, C57H56N2O9S in total in a non-equilibrium geometry (wB97M-V/def2-TZVPD).

Last column: Löwdin charge in e.
CARTESIAN COORDINATES (ANGSTROEM)
C (-5.124187, 2.690406, 0.312667)  -0.13
C (-4.449817, 1.255119, 0.545014)  -0.22
C (-4.781759, 0.193379, -0.638765)  -0.22
N (-5.763346, -0.849391, -0.222382)  -0.09
N (-7.082307, -0.544688, -0.581863)  -0.09
C (-7.452002, -1.059079, -1.921621)  -0.28
C (-8.182651, -0.006803, -2.870007)  -0.42
S (-7.352020, 1.646257, -2.993840)  0.81
C (-8.758189, 2.867620, -2.738112)  -0.50
C (-8.958968, 3.845044, -4.012158)  -0.16
C (-8.485762, -2.303133, -1.756785)  -0.29
C (-9.394539, -2.203701, -0.453690)  -0.13
C (-10.230148, -0.852790, -0.307772)  -0.20
C (-11.486337, -0.733348, -1.276107)  -0.16
C (-12.310682, 0.649530, -1.095136)  -0.17
O (-11.459485, 1.794473, -0.850283)  -0.07
C (-11.380129, 2.124403, 0.508281)  -0.44
C (-10.757767, 3.554669, 0.880733)  0.00
O (-11.705961, 1.400086, 1.456587)  0.05
O (-7.662320, -3.500612, -1.597970)  -0.20
C (-8.373031, -4.674881, -2.037895)  -0.12
H (-5.462854, 2.791901, -0.773069)  0.05
H (-4.343189, 3.486423, 0.528656)  0.07
H (-5.978455, 2.827906, 1.050565)  0.07
H (-4.711593, 0.815983, 1.567911)  0.10
H (-3.310767, 1.380215, 0.559190)  0.10
H (-5.026005, 0.713575, -1.613193)  0.07
H (-3.786875, -0.355375, -0.815865)  0.11
H (-5.752752, -0.900531, 0.805334)  0.11
H (-7.319165, 0.446697, -0.452343)  0.10
H (-6.506509, -1.518239, -2.371631)  0.15
H (-9.279722, 0.164490, -2.636890)  0.06
H (-8.161069, -0.458911, -3.925834)  0.09
H (-8.645697, 3.465408, -1.780764)  0.07
H (-9.736799, 2.277936, -2.653473)  0.06
H (-10.076895, 3.866839, -4.259977)  0.07
H (-8.385539, 3.399461, -4.878925)  0.06
H (-8.618708, 4.879629, -3.706458)  0.07
H (-9.099099, -2.353786, -2.711400)  0.14
H (-10.149503, -3.064365, -0.502504)  0.12
H (-8.770664, -2.305494, 0.499962)  0.13
H (-9.585037, 0.076385, -0.498110)  0.10
H (-10.530203, -0.768288, 0.795804)  0.12
H (-11.193504, -0.884910, -2.375866)  0.11
H (-12.263190, -1.554440, -1.070837)  0.12
H (-12.795131, 0.829719, -2.120254)  0.13
H (-13.175042, 0.538918, -0.368841)  0.13
H (-9.644909, 3.396085, 1.111480)  0.09
H (-11.205940, 3.944547, 1.857284)  0.10
H (-10.843761, 4.305133, 0.034804)  0.08
H (-8.830077, -5.155403, -1.098765)  0.10
H (-9.171142, -4.483600, -2.819166)  0.09
H (-7.628125, -5.446626, -2.431523)  0.10
O (1.016583, -2.452352, -5.904600)  0.10
C (0.808416, -1.516964, -5.152601)  -0.28
C (-0.563951, -0.989326, -4.969729)  -0.08
C (-1.626888, -1.584084, -5.649338)  0.00
C (-2.922232, -1.121040, -5.453337)  -0.05
C (-3.161509, -0.064352, -4.577989)  -0.05
C (-2.103009, 0.541804, -3.912608)  0.00
C (-0.800905, 0.084875, -4.111436)  -0.08
C (0.322219, 0.749379, -3.411065)  -0.28
O (0.121484, 1.721563, -2.704064)  0.10
C (1.691033, 0.209708, -3.578042)  -0.09
C (2.752601, 0.803907, -2.895846)  0.00
C (4.035286, 0.284432, -3.019812)  -0.06
C (4.263242, -0.829757, -3.824148)  -0.05
C (3.210029, -1.415703, -4.516641)  0.01
C (1.921558, -0.894142, -4.399556)  -0.08
H (-1.446937, -2.410740, -6.327925)  0.12
H (-3.748287, -1.587717, -5.979219)  0.11
H (-4.174933, 0.288320, -4.416007)  0.10
H (-2.294646, 1.367730, -3.235909)  0.12
H (2.580398, 1.668728, -2.264230)  0.12
H (4.859218, 0.745585, -2.485462)  0.10
H (5.264224, -1.240046, -3.912404)  0.10
H (3.394429, -2.281131, -5.143912)  0.12
O (8.244920, -1.349593, -3.245031)  0.09
C (8.981461, -1.634711, -2.316356)  -0.28
C (8.596312, -1.309564, -0.923610)  -0.08
C (7.371672, -0.691337, -0.675590)  0.00
C (6.983053, -0.417856, 0.629958)  -0.05
C (7.815128, -0.761798, 1.692865)  -0.05
C (9.044452, -1.362361, 1.448277)  0.00
C (9.440757, -1.632151, 0.138810)  -0.08
C (10.760166, -2.256041, -0.112954)  -0.28
O (11.520741, -2.488033, 0.810242)  0.10
C (11.137101, -2.599490, -1.503565)  -0.08
C (12.361366, -3.220149, -1.751179)  0.00
C (12.709622, -3.576460, -3.048271)  -0.06
C (11.837243, -3.315108, -4.102219)  -0.06
C (10.622653, -2.683928, -3.861060)  0.00
C (10.271519, -2.319537, -2.561307)  -0.08
H (6.717473, -0.426216, -1.498758)  0.10
H (6.027688, 0.059172, 0.820999)  0.11
H (7.505506, -0.559230, 2.712989)  0.11
H (9.690872, -1.623475, 2.279276)  0.12
H (13.042421, -3.430435, -0.933683)  0.12
H (13.660491, -4.062647, -3.238305)  0.11
H (12.105959, -3.602233, -5.113151)  0.11
H (9.949197, -2.480381, -4.686618)  0.12
O (9.506410, 2.227154, 10.237034)  0.10
C (8.995456, 1.941265, 9.169088)  -0.28
C (9.815043, 1.873740, 7.936668)  -0.08
C (11.186147, 2.119487, 8.006924)  0.00
C (11.968871, 2.019613, 6.863172)  -0.06
C (11.386818, 1.673009, 5.646107)  -0.05
C (10.018425, 1.444520, 5.568974)  0.00
C (9.228060, 1.550318, 6.712950)  -0.08
C (7.767933, 1.322318, 6.616808)  -0.28
O (7.247832, 1.093378, 5.538537)  0.09
C (6.951772, 1.369964, 7.851391)  -0.08
C (5.581055, 1.121522, 7.780025)  0.00
C (4.812369, 1.131106, 8.937372)  -0.06
C (5.408938, 1.388057, 10.169526)  -0.06
C (6.771997, 1.650083, 10.242577)  0.00
C (7.546384, 1.646933, 9.082609)  -0.08
H (11.645587, 2.384379, 8.952943)  0.12
H (13.035765, 2.206701, 6.920578)  0.11
H (12.000753, 1.583055, 4.756427)  0.11
H (9.569658, 1.180003, 4.617528)  0.12
H (5.112124, 0.916113, 6.823865)  0.12
H (3.747264, 0.933790, 8.880364)  0.11
H (4.809622, 1.385958, 11.073653)  0.11
H (7.229850, 1.852573, 11.204796)  0.12

Cartesian forces (eV/Å) of the 3 atoms listed first:
C 0.5 -0.4 0.4
C 0.4 0.2 -0.8
C 2.1 -0.2 1.2

Values from the calculation:
electronic energy	-3390.42110	Ha
SMILES	CCCNN[C@H](CSCC)[C@H](CCCCOC(C)=O)OC.O=C1c2ccccc2C(=O)c2ccccc21.O=C1c2ccccc2C(=O)c2ccccc21.O=C1c2ccccc2C(=O)c2ccccc21

[2]
Entry from the OMol25 dataset: a cluster of 7 separate species, C23H58N6O9S in total in a non-equilibrium geometry (wB97M-V/def2-TZVPD).

Last column: Löwdin charge in e.
CARTESIAN COORDINATES (ANGSTROEM)
S (1.732107, 0.717771, -0.050038)  0.29
O (2.823646, -0.187264, -0.402778)  -0.34
O (1.596312, 0.846490, 1.393002)  -0.34
O (1.793416, 2.022282, -0.743773)  -0.37
O (0.435405, 0.189333, -0.508728)  -0.40
C (1.616261, -0.471995, -4.438837)  0.05
C (1.792654, -1.665353, -3.433239)  -0.36
O (2.760936, -2.348328, -3.562953)  0.18
N (0.790956, -1.884529, -2.300868)  0.10
H (1.249269, -2.384290, -1.552345)  0.16
H (0.553453, -1.037146, -1.805253)  0.07
C (-0.404880, -2.686091, -2.910550)  0.08
H (0.542732, -0.392196, -4.609916)  0.07
H (2.095391, -0.647368, -5.402053)  0.11
H (1.953672, 0.472958, -4.013042)  0.07
H (-1.096405, -2.957142, -2.112794)  0.08
H (0.048466, -3.497434, -3.480017)  0.12
H (-0.861383, -1.979178, -3.603353)  0.10
C (-1.081896, 3.251770, 0.698313)  0.04
C (-1.629090, 3.255217, -0.712793)  -0.32
O (-2.569883, 3.928137, -1.080570)  0.19
N (-0.897943, 2.196194, -1.648104)  0.09
H (-0.175995, 1.727648, -1.119559)  0.04
H (-1.512178, 1.437898, -1.908493)  0.16
C (-0.362929, 2.935609, -2.844064)  0.02
H (-1.793452, 3.709980, 1.385220)  0.11
H (-0.128082, 3.777606, 0.655579)  0.10
H (-0.933887, 2.289436, 1.188321)  0.06
H (-1.152472, 3.374660, -3.453950)  0.12
H (0.413427, 2.387875, -3.378242)  0.09
H (0.210929, 3.793674, -2.494057)  0.10
C (4.791233, -4.706820, 0.875730)  0.06
C (4.606992, -3.729247, -0.307842)  -0.37
O (4.547744, -3.992390, -1.460278)  0.19
N (4.669309, -2.240485, 0.121288)  0.07
H (3.762498, -1.800202, 0.184057)  0.11
H (5.024281, -2.189820, 1.065497)  0.15
C (5.756247, -1.531197, -0.635759)  0.03
H (5.720331, -4.476338, 1.397036)  0.11
H (4.667989, -5.681357, 0.403308)  0.12
H (4.001869, -4.374201, 1.549809)  0.09
H (6.154162, -0.740138, -0.000151)  0.11
H (5.235836, -1.172073, -1.523626)  0.10
H (6.582579, -2.197860, -0.882412)  0.12
C (-0.891413, 0.410901, 3.449956)  0.02
C (0.221948, -0.118212, 4.346582)  -0.34
O (-0.013060, -0.705251, 5.393485)  0.18
N (1.660660, 0.042151, 3.863156)  0.10
H (2.198825, -0.812516, 3.867790)  0.18
H (1.612884, 0.430265, 2.931927)  0.03
C (2.442115, 1.210913, 4.555709)  0.07
H (-0.840526, 1.483105, 3.639453)  0.11
H (-1.885344, 0.185127, 3.836254)  0.10
H (-0.907003, -0.050227, 2.462430)  0.07
H (3.278989, 1.602235, 3.977252)  0.10
H (2.818827, 0.814960, 5.498786)  0.11
H (1.720354, 2.003149, 4.754511)  0.11
C (3.498025, 3.770569, 0.991829)  0.04
C (4.316641, 3.939115, -0.349214)  -0.31
O (5.324526, 4.591226, -0.422718)  0.18
N (3.739810, 3.447762, -1.704728)  0.08
H (2.916133, 2.879628, -1.567382)  0.05
H (3.365469, 4.298941, -2.099038)  0.18
C (4.738304, 2.624209, -2.508426)  0.05
H (4.012502, 4.118219, 1.887677)  0.10
H (3.521048, 2.682032, 1.043402)  0.05
H (2.518451, 4.237102, 0.887424)  0.09
H (5.660097, 3.185054, -2.662872)  0.12
H (4.239151, 2.488288, -3.467848)  0.10
H (4.771748, 1.657570, -2.005840)  0.09
C (-8.411253, -0.766195, 2.015356)  -0.08
C (-7.237399, -0.842523, 1.040271)  -0.21
C (-5.782852, -0.786249, 1.647411)  -0.05
N (-4.678651, -0.877335, 0.522051)  -0.21
C (-4.488265, 0.388283, -0.305846)  0.05
C (-4.848129, -2.155644, -0.375152)  -0.06
C (-3.517313, -2.798805, -0.441403)  -0.16
C (-2.448884, -1.853770, 0.121047)  -0.16
C (-3.288367, -1.089045, 1.117757)  -0.14
H (-9.311462, -1.217881, 1.598575)  0.09
H (-8.674038, 0.271450, 2.221096)  0.09
H (-8.211601, -1.361166, 2.906557)  0.09
H (-7.417887, -0.017072, 0.351685)  0.11
H (-7.429002, -1.808958, 0.574008)  0.11
H (-5.639635, -1.690718, 2.238616)  0.13
H (-5.418809, 0.019477, 2.284878)  0.14
H (-3.886045, 1.082604, 0.280105)  0.09
H (-5.506213, 0.697682, -0.542799)  0.11
H (-3.858894, 0.103961, -1.149147)  0.10
H (-5.262213, -1.873483, -1.343153)  0.15
H (-5.454457, -2.877753, 0.171687)  0.14
H (-3.264415, -3.121734, -1.451288)  0.11
H (-3.593061, -3.734761, 0.112081)  0.14
H (-2.063092, -1.272666, -0.716556)  0.08
H (-1.557856, -2.266983, 0.593721)  0.13
H (-2.731924, -0.192262, 1.390267)  0.10
H (-3.387072, -1.718862, 2.001899)  0.15

Cartesian forces (eV/Å) of the 3 atoms listed first:
S -0.8 0.1 0.2
O 0.5 -0.2 -0.4
O 0.7 0.7 0.7

Values from the calculation:
charge	+4
electronic energy	-2313.57358	Ha

[3]
Entry from the OMol25 dataset: a cluster of 2 separate species, C5H16N4 in total in a non-equilibrium geometry (wB97M-V/def2-TZVPD).

Last column: Löwdin charge in e.
CARTESIAN COORDINATES (ANGSTROEM)
H (0.178220, -2.181526, 1.415636)  0.06
N (0.153372, -1.211002, 1.763698)  0.08
N (1.251219, -0.663555, 1.538769)  -0.09
C (1.387738, 0.690977, 2.039049)  -0.35
N (2.700618, 0.898159, 2.589975)  0.01
H (1.267684, 1.378243, 1.193391)  0.11
H (0.626901, 0.922808, 2.796591)  0.12
H (2.865156, 0.263113, 3.362077)  0.07
H (3.410774, 0.722692, 1.887697)  0.07
C (-1.350278, 1.030418, -0.112188)  -0.08
C (-1.176936, -0.235519, -0.960193)  -0.43
C (-2.392125, -0.410532, -1.868728)  -0.09
C (0.102766, -0.219457, -1.828913)  -0.27
N (1.341371, -0.698894, -1.250234)  0.00
H (-0.935298, 1.898858, -0.621796)  0.08
H (-0.875192, 0.926198, 0.857262)  0.03
H (-2.409748, 1.219045, 0.066324)  0.07
H (-1.132574, -1.100585, -0.288225)  0.10
H (-3.305086, -0.459690, -1.278220)  0.07
H (-2.316099, -1.326035, -2.451442)  0.07
H (-2.469731, 0.428062, -2.556408)  0.08
H (-0.072823, -0.842673, -2.713412)  0.11
H (0.284412, 0.800518, -2.183465)  0.11
H (1.614632, -0.163379, -0.434772)  0.02
H (1.251027, -1.666244, -0.962473)  0.06

Cartesian forces (eV/Å) of the 3 atoms listed first:
H 0.3 0.2 -0.2
N 0.9 0.8 0.5
N -1.1 -1.6 0.3

Values from the calculation:
electronic energy	-419.05872	Ha
SMILES	[H]/N=N/CN.CC(C)CN

Energy relative to the best compared isomer or geometry (same formula, charge and spin) (computed, kJ/mol): 294.5; 63.0; 228.4
Frontier orbital gap (computed, eV): 7.390; 10.195; 9.437